Record 1
12
Properties=species:S:1:pos:R:3:forces:R:3:lowdin_charge:R:1 method="wB97M-V/def2-TZVPD" energy_ev=-6313.41538 orbital_gap_ha=0.3714 lumo_energy_ev=0.8695 relative_energy_kcal_mol=133.40
C 2.87612 0.42451 0.42455 -0.4 -0.1 0.1 0.106
C 1.70845 0.22588 0.63923 0.4 0.1 -0.2 -0.158
C 0.28131 -0.03277 0.84940 -0.1 0.1 -0.5 -0.185
C -0.38434 -0.76394 -0.36765 0.0 0.4 -1.4 -0.183
C -1.78848 -0.59015 -0.52450 -1.7 -0.5 1.3 -0.228
C -2.88452 -0.10369 -0.73187 0.4 0.0 -0.3 0.057
H 3.90854 0.60954 0.22473 -0.2 0.0 0.1 0.024
H -0.24458 0.90130 1.07500 0.1 -0.1 -0.2 0.118
H 0.17597 -0.64433 1.76995 -0.1 0.0 -0.7 0.128
H -0.62025 -0.37996 -1.48547 2.9 0.7 1.3 0.178
H 0.13742 -1.68687 -0.60375 -0.6 -0.5 0.4 0.114
H -3.33378 0.56919 -1.42959 -0.7 -0.1 0.2 0.029


Record 2
12
Properties=species:S:1:pos:R:3:forces:R:3:lowdin_charge:R:1 method="wB97M-V/def2-TZVPD" energy_ev=-6315.58181 orbital_gap_ha=0.3878 lumo_energy_ev=0.9795 relative_energy_kcal_mol=83.44
C -2.27376 -0.80063 -2.14301 0.5 0.1 0.1 0.106
C -1.12560 -0.58802 -1.85360 -0.5 -0.1 -0.1 -0.145
C 0.28238 -0.32263 -1.52119 0.0 0.0 0.0 -0.220
C 0.49013 0.03982 -0.11108 0.1 0.1 0.5 -0.043
C 0.67202 0.33658 1.04182 -0.1 -0.1 -0.5 -0.082
C 0.88590 0.69048 2.44601 0.0 0.0 0.1 -0.109
H -3.29561 -0.98370 -2.39299 0.2 0.0 0.0 0.024
H 0.88324 -1.20844 -1.76329 -0.1 0.1 0.0 0.120
H 0.65359 0.48432 -2.16540 -0.1 -0.1 0.1 0.120
H 0.67010 1.74937 2.62107 0.0 -0.2 0.0 0.076
H 0.23488 0.10004 3.09860 0.1 0.1 -0.1 0.077
H 1.92273 0.50282 2.74305 -0.1 0.0 -0.1 0.076


Record 3
12
Properties=species:S:1:pos:R:3:forces:R:3:lowdin_charge:R:1 method="wB97M-V/def2-TZVPD" energy_ev=-6313.48234 orbital_gap_ha=0.3320 lumo_energy_ev=-0.5088 relative_energy_kcal_mol=131.86
C -1.37108 0.81208 -0.45253 0.0 0.1 0.0 -0.100
C -0.81762 -0.39948 0.29466 -0.2 0.0 0.1 -0.231
C 0.36755 -1.89854 -1.14015 0.1 0.5 0.5 0.284
C 0.50932 -0.90401 -0.29454 0.0 -0.4 -0.3 -0.444
C 1.76156 -0.33828 0.09716 0.4 0.2 0.1 -0.127
C 2.81013 0.12031 0.47499 -0.4 -0.2 -0.2 0.133
H -2.19192 1.26468 0.11455 0.1 -0.1 -0.1 0.074
H -0.59739 1.57206 -0.60102 -0.1 -0.1 0.0 0.077
H -1.75191 0.51844 -1.43641 0.1 0.1 0.2 0.079
H -1.54943 -1.21426 0.29666 0.1 0.1 0.0 0.105
H -0.61097 -0.16194 1.34287 0.0 -0.1 -0.1 0.117
H 3.74360 0.51648 0.81172 -0.2 -0.1 -0.1 0.032


Record 4
12
Properties=species:S:1:pos:R:3:forces:R:3:lowdin_charge:R:1 method="wB97M-V/def2-TZVPD" energy_ev=-6318.78681 orbital_gap_ha=0.3858 lumo_energy_ev=1.1867 relative_energy_kcal_mol=9.53
C 0.34798 1.23053 -0.49473 -1.0 1.2 -0.9 -0.111
C 0.95715 0.76166 0.64370 0.8 0.4 -0.2 -0.098
C 0.68833 -0.50203 1.11277 -1.3 1.2 -1.4 -0.097
C -0.29609 -1.22628 0.50056 -0.9 -0.7 -2.2 -0.105
C -1.00373 -0.79299 -0.65088 0.8 1.8 1.5 -0.049
C -0.68320 0.53732 -1.09352 0.0 -3.3 1.0 -0.087
H 0.53809 2.21214 -0.96414 0.3 -0.5 0.7 0.112
H 1.70767 1.38251 1.08762 0.4 0.1 0.4 0.098
H 1.15100 -0.89032 1.93658 1.3 -0.9 2.0 0.076
H -0.44364 -2.24363 0.76940 -0.3 -0.7 0.6 0.087
H -1.83845 -1.41473 -1.00408 0.6 0.5 -0.2 0.101
H -1.17737 0.90487 -1.93269 -0.7 0.8 -1.3 0.073